# 1
Computed, not measured: a 13-piece molecular cluster, C45H65F6N5O13P overall at a distorted geometry, with wB97M-V/def2-TZVPD.

The calculation puts the HOMO energy at -6.61 eV. The calculation puts the LUMO energy at 1.65 eV. Its frontier orbital gap is 8.265 eV. The calculation puts the energy above the lowest of the compared OMol25 structures with the same formula, charge and spin at 129.1 kcal per mole. The calculation puts the total energy at -107386.5134 eV.

Geometry as ORCA input:
```
! RIJCOSX wB97M-V def2-TZVPD def2/J DEFGRID3
* xyz -1 1
P 4.049 11.096 13.231
F 2.919 10.384 12.311
F 3.755 10.134 14.529
F 5.182 10.057 12.568
F 5.213 11.721 14.208
F 4.483 12.133 12.095
F 3.077 12.256 13.844
O 10.240 12.126 10.846
C 9.936 13.229 10.445
O 10.573 14.395 10.838
C 10.122 15.489 10.072
C 8.828 15.012 9.471
C 8.890 13.504 9.379
H 10.839 15.751 9.294
H 10.021 16.365 10.714
H 8.758 15.484 8.492
H 7.945 15.358 10.008
H 9.278 13.124 8.434
H 7.989 12.969 9.675
O 3.681 4.517 6.149
C 3.466 5.548 6.827
O 3.300 5.471 8.155
C 3.056 6.766 8.678
C 3.490 7.736 7.649
C 3.316 7.013 6.335
H 3.592 6.886 9.620
H 2.026 6.938 8.990
H 4.525 8.032 7.824
H 2.845 8.615 7.660
H 4.117 7.295 5.651
H 2.262 7.028 6.058
O 8.797 9.471 18.885
C 8.904 10.042 17.795
O 9.231 9.370 16.666
C 9.341 10.315 15.556
C 9.615 11.661 16.206
C 8.884 11.553 17.582
H 8.374 10.367 15.057
H 10.123 10.126 14.821
H 9.280 12.503 15.600
H 10.699 11.743 16.291
H 7.863 11.923 17.478
H 9.477 12.168 18.259
O 2.515 4.025 14.859
C 3.489 4.752 15.076
O 3.902 5.074 16.318
C 5.143 5.862 16.321
C 5.572 5.822 14.867
C 4.298 5.529 14.093
H 5.914 5.507 17.006
H 4.939 6.895 16.601
H 6.370 5.105 14.674
H 5.950 6.792 14.545
H 4.563 4.973 13.194
H 3.641 6.364 13.851
O 2.292 17.879 11.021
C 1.189 17.532 11.471
O 0.149 18.398 11.419
C -1.021 17.728 11.889
C -0.583 16.540 12.721
C 0.834 16.253 12.232
H -1.616 17.541 10.996
H -1.632 18.369 12.525
H -1.230 15.692 12.497
H -0.529 16.764 13.786
H 0.959 15.401 11.564
H 1.495 16.113 13.087
O 8.889 6.854 7.785
C 9.620 6.976 8.758
O 11.003 7.211 8.600
C 11.570 7.443 9.873
C 10.554 6.825 10.839
C 9.219 7.122 10.159
H 11.803 8.478 10.122
H 12.538 6.943 9.887
H 10.528 7.420 11.753
H 10.641 5.757 11.038
H 8.843 8.132 10.329
H 8.396 6.450 10.402
C 3.053 10.338 19.453
O 2.381 9.597 18.470
H 2.942 11.423 19.433
H 2.579 9.997 20.373
H 4.120 10.150 19.333
H 2.771 9.628 17.593
N -2.874 8.179 12.203
C -3.639 7.260 11.522
C -2.823 6.152 11.267
C -1.565 6.403 11.943
C -1.725 7.573 12.560
H -3.129 9.109 12.501
H -4.635 7.540 11.213
H -3.148 5.342 10.631
H -0.677 5.788 11.935
H -0.996 8.066 13.186
N 6.883 18.258 12.904
C 6.949 17.144 13.707
C 8.041 17.243 14.559
C 8.490 18.553 14.412
C 7.818 19.105 13.364
H 6.229 18.360 12.141
H 6.279 16.301 13.623
H 8.422 16.569 15.312
H 9.320 18.982 14.954
H 7.844 20.095 12.934
N 2.757 14.959 17.918
C 3.890 15.348 18.570
C 3.445 15.777 19.880
C 2.060 15.633 20.007
C 1.697 15.130 18.808
H 2.735 14.701 16.942
H 4.858 15.345 18.092
H 4.055 16.232 20.646
H 1.435 15.782 20.875
H 0.711 14.878 18.446
N 0.864 12.415 8.497
C -0.251 11.880 7.961
C -0.603 12.596 6.816
C 0.296 13.652 6.697
C 1.204 13.544 7.739
H 1.416 12.076 9.273
H -0.778 11.038 8.385
H -1.437 12.510 6.135
H 0.288 14.386 5.905
H 2.046 14.170 7.999
N -1.562 10.732 16.526
C -2.629 10.106 17.144
C -3.779 10.627 16.501
C -3.339 11.589 15.610
C -1.983 11.634 15.608
H -0.644 10.616 16.931
H -2.468 9.441 17.980
H -4.810 10.313 16.572
H -3.907 12.186 14.912
H -1.356 12.234 14.966
*
```


# 2
Computed, not measured: C36H34Br4NO2PW as an isolated structure, with wB97M-V/def2-TZVPD.

The calculation puts the HOMO energy (spin up / spin down) at -12.89 / -13.14 eV. The calculation puts the LUMO energy (spin up / spin down) at -5.81 / -7.36 eV. The expectation value of S² is 2.01. Its frontier orbital gap (spin up / spin down) is 7.077 / 5.781 eV. The calculation puts the energy above the lowest of the compared OMol25 structures with the same formula, charge and spin at 0.0 kcal per mole. The calculation puts the total energy at -334741.8497 eV.

Geometry as ORCA input:
```
! RIJCOSX wB97M-V def2-TZVPD def2/J DEFGRID3
* xyz 2 3
W 0.429 0.680 0.470
C -1.440 1.114 3.472
C -0.060 0.981 2.876
C 0.507 -0.315 2.799
C -0.164 -1.509 3.419
C 1.773 -0.479 2.188
C 2.316 -1.862 1.961
C 2.573 0.659 1.853
C 3.979 0.470 1.372
C 2.023 1.951 1.946
C 2.789 3.163 1.501
C 0.694 2.112 2.435
C 0.181 3.524 2.563
H -1.386 1.005 4.558
H -2.101 0.335 3.094
H -1.911 2.074 3.285
H -0.550 -2.201 2.670
H -0.981 -1.225 4.074
H 0.568 -2.052 4.016
H 3.004 -2.137 2.764
H 2.852 -1.912 1.015
H 1.517 -2.599 1.934
H 4.639 1.180 1.867
H 4.054 0.638 0.295
H 4.348 -0.528 1.579
H 2.216 3.736 0.770
H 3.736 2.903 1.042
H 2.991 3.822 2.347
H 0.817 4.068 3.264
H -0.830 3.590 2.950
H 0.234 4.064 1.617
Br 4.970 -0.031 -4.751
C 3.644 0.641 -3.610
C 3.045 1.881 -3.862
Br 3.567 2.913 -5.336
C 2.047 2.368 -3.012
Br 1.190 4.021 -3.251
C 1.652 1.595 -1.938
O 0.711 1.943 -1.029
C 2.244 0.366 -1.693
O 1.758 -0.278 -0.600
C 3.250 -0.118 -2.505
Br 4.005 -1.781 -2.060
N -1.446 1.919 0.349
C -2.706 1.364 -0.163
C -3.856 2.138 -0.134
C -5.031 1.616 -0.653
C -5.053 0.337 -1.202
C -3.900 -0.427 -1.227
C -2.715 0.087 -0.697
P -1.167 -0.829 -0.673
C -0.693 -1.109 -2.397
C -1.353 -0.379 -3.390
C -0.948 -0.477 -4.712
C 0.115 -1.300 -5.056
C 0.785 -2.012 -4.072
C 0.395 -1.910 -2.747
C -1.536 -2.363 0.223
C -2.637 -2.404 1.080
C -2.899 -3.542 1.829
C -2.061 -4.643 1.739
C -0.959 -4.606 0.895
C -0.693 -3.474 0.139
H -1.143 2.654 -0.298
H -1.651 2.392 1.226
H -3.838 3.140 0.278
H -5.932 2.214 -0.636
H -5.972 -0.061 -1.610
H -3.911 -1.423 -1.652
H -2.179 0.274 -3.142
H -1.467 0.090 -5.473
H 0.428 -1.378 -6.088
H 1.630 -2.637 -4.330
H 0.981 -2.419 -1.995
H -3.304 -1.555 1.158
H -3.766 -3.568 2.476
H -2.269 -5.533 2.317
H -0.309 -5.467 0.814
H 0.161 -3.476 -0.521
*
```


# 3
Computed, not measured: C14H27As3N2PdS4 as an isolated structure at a distorted geometry, with wB97M-V/def2-TZVPD.

The calculation puts the HOMO energy (spin up / spin down) at -11.94 / -13.14 eV. The calculation puts the LUMO energy (spin up / spin down) at -6.84 / -8.62 eV. The expectation value of S² is 6.03. Its frontier orbital gap (spin up / spin down) is 5.099 / 4.515 eV. The calculation puts the energy above the lowest of the compared OMol25 structures with the same formula, charge and spin at 41.1 kcal per mole. The calculation puts the total energy at -247254.8084 eV.

Geometry as ORCA input:
```
! RIJCOSX wB97M-V def2-TZVPD def2/J DEFGRID3
* xyz 2 5
Pd -13.006 2.327 9.255
C -13.265 5.699 11.255
As -13.295 3.737 11.201
C -12.213 3.173 12.708
C -15.247 3.543 11.723
C -15.788 4.347 12.770
C -17.133 4.327 13.004
C -17.949 3.467 12.245
C -17.420 2.661 11.236
C -16.076 2.721 10.939
As -15.285 1.623 9.551
C -16.225 1.830 7.882
C -15.777 -0.117 10.021
H -13.391 6.072 12.227
H -14.124 5.977 10.680
H -12.289 6.076 10.889
H -12.224 3.914 13.537
H -11.253 3.097 12.236
H -12.440 2.157 13.045
H -15.090 4.897 13.352
H -17.521 4.928 13.797
H -19.033 3.417 12.458
H -18.044 2.031 10.639
H -15.819 1.184 7.075
H -16.206 2.905 7.543
H -17.271 1.578 8.056
H -16.825 -0.359 9.908
H -15.364 -0.272 11.006
H -15.148 -0.839 9.331
S -8.878 -0.334 8.008
As -10.931 0.272 8.307
S -11.709 2.151 7.174
S -11.550 0.916 10.491
S -10.524 -1.817 7.426
N -5.091 3.554 11.463
C -5.067 5.086 11.683
C -6.153 5.537 12.656
N -7.477 5.149 12.036
C -7.604 3.703 11.916
C -6.448 3.035 11.066
H -4.806 3.088 12.312
H -4.456 3.190 10.716
H -5.366 5.605 10.792
H -4.060 5.354 11.899
H -6.194 6.573 12.830
H -6.017 5.026 13.633
H -7.506 5.580 11.087
H -8.479 3.475 11.345
H -7.613 3.246 12.891
H -6.549 3.307 10.030
H -6.530 1.982 11.239
*
```


# 4
Computed, not measured: a 3-piece molecular cluster, C20H23BBrF13N2O8 overall at a distorted geometry, with wB97M-V/def2-TZVPD.

The calculation puts the HOMO energy at -10.03 eV. The calculation puts the LUMO energy at 0.16 eV. Its frontier orbital gap is 10.188 eV. As for the SMILES: NB(O)[C@@H]1NC(=O)[C@H](Br)[C@H]1CCC(F)(F)C(F)(F)C(F)(F)C(F)(F)C(F)(F)C(F)(F)F.C[C@@H]1COC(=O)O1.C[C@@H]1COC(=O)O1. The calculation puts the total energy at -146523.1730 eV.

Geometry as ORCA input:
```
! RIJCOSX wB97M-V def2-TZVPD def2/J DEFGRID3
* xyz 0 1
N -4.149 -1.379 0.084
B -3.627 -2.318 1.017
O -3.911 -2.150 2.362
C -2.671 -3.511 0.541
N -2.829 -4.653 1.482
C -1.681 -5.479 1.292
O -1.500 -6.536 1.835
C -0.720 -4.744 0.334
Br 1.096 -5.015 0.960
C -1.159 -3.295 0.542
C -0.577 -2.287 -0.435
C -0.854 -0.839 0.000
C 0.322 0.087 -0.244
F 1.541 -0.460 0.049
F 0.349 0.358 -1.591
C 0.226 1.479 0.483
F -1.043 1.667 0.910
F 0.470 2.447 -0.438
C 1.242 1.838 1.637
F 2.411 2.119 1.012
F 0.759 2.973 2.186
C 1.656 0.906 2.845
F 2.104 1.769 3.795
F 2.691 0.130 2.487
C 0.588 0.016 3.535
F 0.569 -1.179 2.900
F -0.630 0.589 3.460
C 0.901 -0.277 5.031
F 0.122 -1.289 5.412
F 2.172 -0.629 5.194
F 0.625 0.776 5.790
H -3.947 -1.608 -0.879
H -5.128 -1.145 0.173
H -4.438 -2.851 2.756
H -3.039 -3.876 -0.422
H -2.741 -4.338 2.447
H -0.864 -5.089 -0.688
H -0.875 -3.050 1.565
H -1.015 -2.462 -1.420
H 0.489 -2.490 -0.534
H -1.208 -0.784 1.021
H -1.652 -0.422 -0.613
C 5.176 0.070 0.144
C 5.430 0.219 -1.331
C 4.264 0.746 -2.143
O 4.508 0.165 -3.431
C 5.214 -0.978 -3.244
O 5.427 -1.786 -4.085
O 5.637 -1.060 -1.960
H 5.062 1.050 0.608
H 4.269 -0.509 0.319
H 6.000 -0.451 0.630
H 6.325 0.821 -1.512
H 4.234 1.830 -2.221
H 3.306 0.376 -1.770
C -1.487 4.981 -3.930
C -2.781 4.776 -3.187
C -2.652 4.379 -1.732
O -3.857 3.633 -1.515
C -4.240 3.109 -2.704
O -5.091 2.294 -2.842
O -3.507 3.645 -3.709
H -0.974 5.865 -3.553
H -0.835 4.115 -3.813
H -1.675 5.115 -4.994
H -3.425 5.654 -3.288
H -2.602 5.221 -1.047
H -1.800 3.716 -1.563
*
```


- Number 3 is which compound?
  C14H27As3N2PdS4


Repeat the second record exactly.
Computed, not measured: C36H34Br4NO2PW as an isolated structure, with wB97M-V/def2-TZVPD.

The calculation puts the HOMO energy (spin up / spin down) at -12.89 / -13.14 eV. The calculation puts the LUMO energy (spin up / spin down) at -5.81 / -7.36 eV. The expectation value of S² is 2.01. Its frontier orbital gap (spin up / spin down) is 7.077 / 5.781 eV. The calculation puts the energy above the lowest of the compared OMol25 structures with the same formula, charge and spin at 0.0 kcal per mole. The calculation puts the total energy at -334741.8497 eV.

Geometry as ORCA input:
```
! RIJCOSX wB97M-V def2-TZVPD def2/J DEFGRID3
* xyz 2 3
W 0.429 0.680 0.470
C -1.440 1.114 3.472
C -0.060 0.981 2.876
C 0.507 -0.315 2.799
C -0.164 -1.509 3.419
C 1.773 -0.479 2.188
C 2.316 -1.862 1.961
C 2.573 0.659 1.853
C 3.979 0.470 1.372
C 2.023 1.951 1.946
C 2.789 3.163 1.501
C 0.694 2.112 2.435
C 0.181 3.524 2.563
H -1.386 1.005 4.558
H -2.101 0.335 3.094
H -1.911 2.074 3.285
H -0.550 -2.201 2.670
H -0.981 -1.225 4.074
H 0.568 -2.052 4.016
H 3.004 -2.137 2.764
H 2.852 -1.912 1.015
H 1.517 -2.599 1.934
H 4.639 1.180 1.867
H 4.054 0.638 0.295
H 4.348 -0.528 1.579
H 2.216 3.736 0.770
H 3.736 2.903 1.042
H 2.991 3.822 2.347
H 0.817 4.068 3.264
H -0.830 3.590 2.950
H 0.234 4.064 1.617
Br 4.970 -0.031 -4.751
C 3.644 0.641 -3.610
C 3.045 1.881 -3.862
Br 3.567 2.913 -5.336
C 2.047 2.368 -3.012
Br 1.190 4.021 -3.251
C 1.652 1.595 -1.938
O 0.711 1.943 -1.029
C 2.244 0.366 -1.693
O 1.758 -0.278 -0.600
C 3.250 -0.118 -2.505
Br 4.005 -1.781 -2.060
N -1.446 1.919 0.349
C -2.706 1.364 -0.163
C -3.856 2.138 -0.134
C -5.031 1.616 -0.653
C -5.053 0.337 -1.202
C -3.900 -0.427 -1.227
C -2.715 0.087 -0.697
P -1.167 -0.829 -0.673
C -0.693 -1.109 -2.397
C -1.353 -0.379 -3.390
C -0.948 -0.477 -4.712
C 0.115 -1.300 -5.056
C 0.785 -2.012 -4.072
C 0.395 -1.910 -2.747
C -1.536 -2.363 0.223
C -2.637 -2.404 1.080
C -2.899 -3.542 1.829
C -2.061 -4.643 1.739
C -0.959 -4.606 0.895
C -0.693 -3.474 0.139
H -1.143 2.654 -0.298
H -1.651 2.392 1.226
H -3.838 3.140 0.278
H -5.932 2.214 -0.636
H -5.972 -0.061 -1.610
H -3.911 -1.423 -1.652
H -2.179 0.274 -3.142
H -1.467 0.090 -5.473
H 0.428 -1.378 -6.088
H 1.630 -2.637 -4.330
H 0.981 -2.419 -1.995
H -3.304 -1.555 1.158
H -3.766 -3.568 2.476
H -2.269 -5.533 2.317
H -0.309 -5.467 0.814
H 0.161 -3.476 -0.521
*
```